Record 1
Molecular formula: C20H23CrN3O2
Method: DFT, wB97M-V/def2-TZVPD

Each line ends with the Löwdin spin population.
Cartesian coordinates (Å):
1 Cr -0.40 0.61 0.38  2.944
2 O 0.08 1.91 1.60  0.011
3 C 1.29 2.39 1.10  0.024
4 C 2.26 2.81 2.08  -0.002
5 C 2.89 4.04 1.93  0.001
6 C 2.75 4.86 0.82  -0.006
7 C 1.97 4.37 -0.26  -0.001
8 C 1.27 3.22 -0.12  -0.001
9 C 0.93 2.10 -1.07  0.017
10 N -0.48 1.76 -1.21  -0.019
11 C -0.77 0.96 -2.38  0.002
12 C -2.07 0.20 -2.10  0.001
13 N -1.90 -0.42 -0.78  -0.012
14 C -2.91 -0.50 0.00  0.017
15 C -2.88 -0.97 1.38  0.004
16 C -4.12 -1.13 2.02  0.003
17 C -4.22 -1.63 3.30  0.001
18 C -3.04 -1.98 3.97  0.005
19 C -1.81 -1.82 3.38  0.001
20 C -1.67 -1.28 2.07  0.010
21 O -0.50 -1.07 1.57  0.047
22 H 2.40 2.21 2.97  0.000
23 H 3.53 4.37 2.74  0.000
24 H 3.28 5.81 0.75  -0.001
25 H 2.00 4.87 -1.23  0.000
26 H 1.47 2.09 -2.03  0.003
27 H 0.00 0.20 -2.60  0.001
28 H -0.89 1.57 -3.28  -0.003
29 H -2.23 -0.58 -2.86  -0.001
30 H -2.93 0.87 -2.11  0.000
31 H -3.92 -0.22 -0.34  0.001
32 H -5.02 -0.86 1.48  0.000
33 H -5.19 -1.74 3.77  0.000
34 H -3.09 -2.37 4.98  0.000
35 H -0.90 -2.07 3.91  0.000
36 C 2.47 -0.70 -1.40  0.002
37 C 2.68 0.30 -0.26  -0.002
38 C 2.97 -0.46 1.03  0.001
39 C 3.86 1.23 -0.59  -0.004
40 N 1.47 1.07 -0.04  -0.048
41 H 3.37 -1.31 -1.54  0.000
42 H 2.26 -0.19 -2.34  0.000
43 H 1.63 -1.36 -1.18  0.002
44 H 3.85 -1.10 0.91  0.000
45 H 2.11 -1.08 1.31  0.001
46 H 3.16 0.24 1.84  0.000
47 H 4.77 0.64 -0.69  -0.001
48 H 3.99 1.97 0.19  0.000
49 H 3.69 1.76 -1.53  0.000

Calculated values
* total charge: -1
* Kohn-Sham gap (alpha / beta): 5.30 / 5.26 eV
* multiplicity: 4
* lowest unoccupied orbital energy (alpha / beta): 0.104 / 0.102 hartree
* ⟨S²⟩: 3.808
* E_HOMO (alpha / beta): -0.091 / -0.091 Ha

---

Record 2
Molecular formula: C20H23FN4O3S
Method: DFT, wB97M-V/def2-TZVPD

Each line ends with the natural charge from an NBO analysis.
Cartesian coordinates (Å):
1 O -0.54 1.07 -0.78  -0.659
2 C -1.75 1.35 -0.70  0.636
3 N -1.94 2.56 -0.29  -0.575
4 C -1.04 3.56 0.15  0.268
5 N -1.43 4.82 0.51  -0.487
6 C -0.13 5.49 1.04  -0.042
7 C 1.00 4.82 0.94  -0.356
8 S 0.70 3.17 -0.03  0.292
9 H 2.10 5.04 0.85  0.245
10 H -0.20 6.38 1.38  0.191
11 H -2.71 3.01 -0.06  0.404
12 C -2.76 0.65 -1.04  -0.515
13 C -3.50 0.05 0.36  -0.292
14 C -2.03 -0.10 1.41  0.706
15 O -1.88 0.92 1.99  -0.653
16 N -1.34 -1.09 1.48  -0.464
17 C -1.73 -2.24 0.56  0.094
18 C -2.33 -3.31 1.02  -0.235
19 C -2.43 -4.56 0.00  0.396
20 C -1.87 -4.45 -1.09  -0.290
21 C -1.21 -3.31 -1.71  -0.116
22 C -0.88 -2.19 -0.66  -0.188
23 H -0.33 -1.45 -1.09  0.245
24 H -0.68 -3.32 -2.45  0.167
25 H -1.97 -5.36 -2.09  0.222
26 F -3.21 -5.57 0.49  -0.316
27 H -2.91 -3.32 1.95  0.244
28 C -0.11 -1.41 2.22  -0.342
29 H -0.19 -0.33 3.00  0.305
30 C 1.07 -1.54 1.64  0.591
31 O 1.90 -2.52 1.73  -0.575
32 N 1.39 -0.50 0.57  -0.588
33 H 0.80 0.17 0.52  0.388
34 C 2.54 -0.47 -0.06  -0.116
35 H 3.10 -1.42 0.19  0.241
36 C 2.59 -0.51 -1.56  -0.383
37 H 1.48 0.18 -1.90  0.155
38 C 3.69 0.34 -1.81  -0.407
39 C 3.89 1.41 -0.98  -0.424
40 H 3.29 2.28 -1.05  0.204
41 C 3.48 0.61 0.49  -0.390
42 H 4.63 0.40 0.99  0.211
43 H 3.05 1.41 1.08  0.211
44 H 4.73 1.94 -0.96  0.216
45 H 4.57 -0.23 -2.20  0.231
46 H 3.36 0.67 -3.06  0.175
47 H 2.15 -1.41 -1.99  0.249
48 H -0.58 -2.26 2.98  0.264
49 H -3.98 0.61 0.79  0.147
50 H -3.63 -0.89 0.34  0.194
51 H -3.67 1.09 -1.44  0.260
52 H -2.53 -0.26 -1.65  0.265

Calculated values
* Kohn-Sham gap: 8.37 eV
* lowest unoccupied orbital energy: -0.013 hartree
* E_HOMO: -0.321 Ha

---

Record 3
Molecular formula: C20H23MnN3O5
Method: DFT, wB97M-V/def2-TZVPD

Each line ends with the Löwdin spin population.
Cartesian coordinates (Å):
1 Mn 0.39 0.25 -0.65  3.901
2 O 3.39 -1.31 2.29  0.001
3 C 2.54 -1.56 3.31  0.000
4 C 3.08 -2.02 4.51  0.000
5 C 2.26 -2.28 5.59  0.000
6 C 0.88 -2.10 5.49  0.000
7 C 0.35 -1.65 4.30  0.000
8 C 1.15 -1.38 3.19  0.000
9 C 0.55 -0.92 1.90  0.002
10 O 1.37 -0.53 0.98  0.024
11 N -0.75 -0.96 1.80  0.001
12 N -1.12 -0.51 0.52  0.004
13 C -2.37 -0.53 0.25  0.016
14 C -2.95 -0.18 -1.03  0.004
15 C -4.34 -0.20 -1.13  0.002
16 C -5.01 0.09 -2.30  0.004
17 C -4.24 0.41 -3.42  0.003
18 C -2.87 0.44 -3.37  0.003
19 C -2.16 0.15 -2.17  0.007
20 O -0.86 0.21 -2.18  0.050
21 H 2.82 -0.92 1.57  0.001
22 H 4.15 -2.15 4.57  0.000
23 H 2.69 -2.63 6.52  0.000
24 H 0.24 -2.29 6.34  0.000
25 H -0.72 -1.50 4.18  0.000
26 H -3.05 -0.86 1.04  0.001
27 H -4.91 -0.46 -0.24  0.000
28 H -6.09 0.07 -2.35  0.000
29 H -4.74 0.64 -4.36  0.000
30 H -2.28 0.69 -4.24  0.000
31 N 2.94 -3.07 -2.26  0.000
32 C 2.24 -2.00 -1.80  0.000
33 O 1.06 -2.10 -1.51  0.020
34 C 2.99 -0.70 -1.66  -0.022
35 C 2.06 0.49 -1.78  -0.142
36 H 2.51 -3.98 -2.19  0.000
37 H 3.94 -3.02 -2.34  0.000
38 H 3.83 -0.69 -2.37  -0.008
39 H 3.45 -0.73 -0.66  -0.001
40 H 1.69 0.60 -2.81  -0.002
41 H 2.55 1.42 -1.48  -0.003
42 C 0.21 3.56 -1.90  0.002
43 C -0.21 3.31 -0.45  0.015
44 C -1.73 3.45 -0.30  0.002
45 O 0.21 2.08 0.00  0.110
46 H -0.22 4.50 -2.29  0.000
47 H -0.14 2.74 -2.53  0.000
48 H 1.29 3.62 -1.99  0.000
49 H 0.25 4.10 0.17  0.002
50 H -2.24 2.73 -0.94  0.000
51 H -2.07 4.46 -0.56  0.000
52 H -2.01 3.24 0.73  0.000

Calculated values
* total charge: -1
* Kohn-Sham gap (alpha / beta): 7.17 / 7.46 eV
* multiplicity: 5
* lowest unoccupied orbital energy (alpha / beta): 0.107 / 0.108 hartree
* ⟨S²⟩: 6.119
* E_HOMO (alpha / beta): -0.156 / -0.167 Ha

---

no.,M (u),energy (eV)
1,389.42,-58099.7102
2,418.49,-46750.2351
3,440.36,-67144.9735